Here is a 9-piece molecular cluster, C7H26O8 overall in a non-equilibrium geometry from the Open Molecules 2025 dataset. Energies are from wB97M-V/def2-TZVPD.

Geometry (Å):
C1 0.15265 -0.99949 1.14689
C2 -0.49256 -1.02383 -0.02034
C3 -0.35520 0.19078 -0.90009
C4 -1.35690 0.80844 -1.54777
C5 1.00852 0.72903 -0.92603
C6 1.76521 0.58655 -2.02205
C7 3.17837 1.13675 -2.01056
H1 0.18781 -1.79508 1.88173
H2 0.89999 -0.28645 1.47625
H3 -1.23276 -1.79057 -0.19690
H4 -2.32723 0.32836 -1.44554
H5 -1.30027 1.77519 -2.02242
H6 1.42747 1.31519 -0.11625
H7 1.38182 0.07107 -2.89407
H8 3.89092 0.50696 -1.46958
H9 3.70201 1.20878 -2.96790
H10 3.09190 2.10962 -1.52642
O1 -3.68885 -1.14746 0.26602
H11 -4.52088 -1.54933 0.56699
H12 -3.56007 -0.36418 0.83705
O2 -0.84171 3.64547 0.39340
H13 -1.46142 4.25167 0.80927
H14 -1.22210 2.75391 0.59060
O3 -1.59168 -3.30992 -2.44681
H15 -1.95876 -3.82468 -1.73864
H16 -1.39210 -2.52272 -1.91842
O4 -2.12607 1.26860 1.80861
H17 -1.92250 1.06699 0.90141
H18 -1.76557 0.63392 2.43578
O5 0.91600 4.03251 -1.68256
H19 0.26401 3.91895 -0.95803
H20 0.86422 3.19704 -2.17169
O6 1.95146 -3.80095 0.69309
H21 2.23647 -3.13450 1.30507
H22 2.41491 -4.04786 -0.12045
O7 -1.08623 -4.08278 2.36408
H23 -0.80195 -3.42599 2.99292
H24 -0.21607 -4.38557 2.04536
O8 1.60171 1.93951 2.76406
H25 1.98850 1.61112 3.55453
H26 2.29693 2.40497 2.26939

Summary:
Energy relative to the best compared isomer or geometry (same formula, charge and spin) = 71.7 kcal/mol
F_max = 0.0433 hartree/bohr
Charge = 0
E = -884.124874 Eh
Orbital gap = 9.560 eV

Results of the Löwdin charge analysis, in e, for atoms 1 through 6: number 1, C, carries 0.01; number 2, C, carries -0.10; number 3, C, carries -0.32; number 4, C, carries 0.08; number 5, C, carries -0.12; number 6, C, carries -0.13

Here is C7H28BaO7 as an isolated structure from the Open Molecules 2025 dataset. Energies are from wB97M-V/def2-TZVPD.

Geometry (Å):
Ba1 0.06428 0.40964 -0.35289
C1 -1.31889 -2.40864 -2.71261
O1 -0.34673 -1.37084 -2.39672
H1 -0.81799 -3.31530 -3.04933
H2 -1.89308 -2.59302 -1.81470
H3 -1.96637 -2.08353 -3.52671
H4 0.11339 -1.20160 -3.22665
C2 -0.91356 3.80738 0.95831
O2 -1.25896 2.80811 -0.03964
H5 -1.72125 3.91091 1.67697
H6 -0.02223 3.44074 1.45463
H7 -0.68867 4.74855 0.46359
H8 -2.06619 3.06830 -0.49416
C3 3.58117 -1.05067 -1.42257
O3 2.45571 -1.02602 -0.50842
H9 3.24479 -0.83281 -2.43308
H10 4.28993 -0.25850 -1.16882
H11 4.07280 -2.01790 -1.38320
H12 2.82532 -1.28565 0.34195
C4 -3.32886 0.32100 -1.73128
O4 -2.68114 -0.27164 -0.59997
H13 -2.77339 1.20713 -2.03038
H14 -3.40623 -0.37791 -2.56554
H15 -4.35115 0.62202 -1.49190
H16 -3.23766 -0.97914 -0.26017
C5 0.11149 -3.27591 0.48497
O5 -0.01783 -1.95309 1.06069
H17 0.41459 -3.99334 1.24457
H18 -0.86123 -3.58073 0.10947
H19 0.83673 -3.27615 -0.32728
H20 0.51291 -1.92151 1.86269
C6 -1.61208 0.27728 3.06659
O6 -0.57062 0.96769 2.34981
H21 -2.57966 0.49810 2.62318
H22 -1.45692 -0.80297 3.04085
H23 -1.63171 0.58317 4.11138
H24 0.04568 1.30310 3.00629
C7 3.41912 2.10620 0.70690
O7 2.10589 1.65207 1.11946
H25 3.44058 2.15403 -0.37729
H26 3.59191 3.12226 1.07038
H27 4.20704 1.48019 1.11967
H28 2.18902 1.38899 2.04098

Summary:
Energy relative to the best compared isomer or geometry (same formula, charge and spin) = 4.8 kcal/mol
F_max = 0.0146 hartree/bohr
Charge = +2
E = -835.180695 Eh
Orbital gap = 11.336 eV

Results of the Löwdin charge analysis, in e, for atoms 1 through 6: number 1, Ba, carries 2.11; number 2, C, carries -0.09; number 3, O, carries -0.30; number 4, H, carries 0.10; number 5, H, carries 0.07; number 6, H, carries 0.09

Here is C7H28Cs2N14O11S as an isolated structure in a non-equilibrium geometry from the Open Molecules 2025 dataset. Energies are from wB97M-V/def2-TZVPD.

Geometry (Å):
Cs1 2.41351 15.85121 46.40193
Cs2 -4.89363 8.27570 39.10666
S1 -3.31106 13.95213 42.44118
O1 -4.10871 13.02188 43.22884
O2 -1.93810 13.83689 42.76754
O3 -3.44193 13.59517 41.05085
O4 -3.78136 15.30553 42.58342
C1 -8.46784 16.80370 38.80189
O5 -9.33853 17.20626 38.10163
N1 -7.93709 17.56063 39.75863
N2 -7.99956 15.63711 38.76705
H1 -7.11446 17.22096 40.23612
H2 -8.38681 18.46019 39.85154
H3 -7.13906 15.40160 39.24053
H4 -8.25572 15.02802 38.00318
C2 -2.06325 13.66529 34.16588
O6 -2.03603 13.69645 32.98291
N3 -1.01661 13.71902 35.01348
N4 -3.20943 13.52968 34.83759
H5 -0.05804 13.63868 34.70561
H6 -1.13312 13.80476 36.01307
H7 -3.21701 13.47931 35.84630
H8 -3.95990 13.23589 34.22883
C3 -10.20449 12.63269 44.96333
O7 -11.33150 12.27532 44.95583
N5 -9.16755 11.91268 45.24543
N6 -9.75336 13.74112 44.43925
H9 -8.24400 12.07892 44.87190
H10 -9.32926 11.03772 45.72334
H11 -8.77086 13.92834 44.57978
H12 -10.13760 14.16243 43.60561
C4 -4.72625 19.95811 47.27821
O8 -4.91282 20.81363 48.14849
N7 -4.39442 18.80452 47.56927
N8 -4.86382 20.16883 46.05116
H13 -4.56523 18.13542 46.83222
H14 -4.35984 18.52769 48.53997
H15 -5.09764 21.08796 45.70385
H16 -4.88646 19.44382 45.34834
C5 3.36199 10.90584 40.49966
O9 4.34477 10.41778 39.91684
N9 2.93902 12.09406 40.11458
N10 2.68733 10.38412 41.48293
H17 3.43134 12.63734 39.41990
H18 2.09038 12.50024 40.48188
H19 1.93367 10.98873 41.77711
H20 2.82724 9.44551 41.82865
C6 -1.64191 20.02363 39.29137
O10 -1.43697 21.10533 38.82861
N11 -2.12759 19.03098 38.62741
N12 -1.45172 19.67531 40.51745
H21 -1.96220 19.02987 37.63104
H22 -2.27386 18.28552 39.29299
H23 -2.05277 18.97370 40.92560
H24 -0.95116 20.29622 41.13714
C7 -2.70379 10.24199 48.66667
O11 -2.47798 9.73896 49.73449
N13 -1.87508 10.67323 47.78548
N14 -3.92344 10.50144 48.30439
H25 -2.20117 11.06302 46.91266
H26 -0.87979 10.60947 47.94495
H27 -4.65498 10.09996 48.87340
H28 -4.05717 11.07021 47.48055

Summary:
Energy relative to the best compared isomer or geometry (same formula, charge and spin) = 291.7 kcal/mol
F_max = 0.1759 hartree/bohr
Charge = 0
E = -2316.166885 Eh
Orbital gap = 2.461 eV

Results of the Löwdin charge analysis, in e, for atoms 1 through 6: number 1, Cs, carries 0.97; number 2, Cs, carries 0.97; number 3, S, carries -0.04; number 4, O, carries -0.49; number 5, O, carries -0.47; number 6, O, carries -0.49